1.
71
Properties=species:S:1:pos:R:3 method="wB97M-V/def2-TZVPD" orbital_gap_ev=6.9 max_force_ev_per_a=1.00 e_tot_ha=-2127.32148 charge=0 homo_energy_ev=-7.270 lumo_ev=-0.398
O -0.253 -3.547 5.275
S 0.092 -2.268 4.680
O 1.040 -2.361 3.568
O 0.375 -1.194 5.633
C -1.404 -1.726 3.876
C -2.577 -1.518 4.803
O -3.678 -1.048 4.012
C -4.925 -1.266 4.584
C -5.360 -2.734 4.617
F -6.676 -2.845 4.391
F -5.140 -3.286 5.826
F -4.717 -3.483 3.730
H -1.213 -0.769 3.388
H -1.690 -2.419 3.086
H -2.292 -0.774 5.550
H -2.796 -2.442 5.338
H -5.015 -0.868 5.598
H -5.655 -0.743 3.968
C -2.812 2.433 -1.179
C -1.507 2.973 -1.757
C -0.998 2.154 -2.944
C -0.365 0.802 -2.582
P 1.333 0.806 -1.984
C 2.302 1.793 -3.156
C 2.201 1.519 -4.664
C 2.913 0.281 -5.218
C 4.364 0.126 -4.775
C 1.972 -0.873 -2.063
C 1.342 -2.028 -1.256
C 1.624 -2.114 0.249
C 3.070 -1.876 0.656
C 1.665 1.675 -0.445
C 1.181 1.181 0.919
C -0.291 0.780 1.056
C -1.112 1.789 1.856
H -2.724 1.393 -0.861
H -3.119 3.016 -0.312
H -3.613 2.492 -1.919
H -0.752 3.030 -0.969
H -1.673 3.998 -2.093
H -0.282 2.751 -3.515
H -1.834 1.962 -3.619
H -0.325 0.191 -3.492
H -1.008 0.241 -1.903
H 3.342 1.769 -2.821
H 1.976 2.824 -2.987
H 2.622 2.394 -5.165
H 1.151 1.482 -4.963
H 2.888 0.350 -6.307
H 2.353 -0.626 -4.980
H 4.973 0.961 -5.128
H 4.788 -0.790 -5.186
H 4.466 0.067 -3.690
H 3.055 -0.835 -1.920
H 1.832 -1.148 -3.112
H 1.710 -2.948 -1.718
H 0.260 -2.026 -1.413
H 1.323 -3.104 0.592
H 0.970 -1.429 0.784
H 3.730 -2.648 0.254
H 3.152 -1.897 1.743
H 3.447 -0.903 0.322
H 1.360 2.716 -0.599
H 2.760 1.724 -0.401
H 1.412 1.956 1.653
H 1.814 0.344 1.210
H -0.332 -0.170 1.591
H -0.765 0.605 0.088
H -0.757 1.827 2.887
H -2.164 1.506 1.878
H -1.037 2.797 1.437

***

2.
269
Properties=species:S:1:pos:R:3 method="wB97M-V/def2-TZVPD" orbital_gap_ev=6.2 max_force_ev_per_a=4.25 e_tot_ha=-5141.92721 charge=+4 homo_energy_ev=-10.655 lumo_ev=-4.499
C 7.507 -0.360 -4.107
C 6.845 0.062 -5.433
C 6.129 -1.134 -6.101
C 4.950 -0.653 -6.952
P 3.937 -1.990 -7.653
C 4.801 -2.626 -9.080
C 3.979 -3.629 -9.930
C 4.406 -3.862 -11.410
C 5.992 -3.928 -11.452
C 2.386 -1.238 -8.370
C 2.491 -0.533 -9.741
C 1.243 0.295 -10.139
C 1.313 0.759 -11.646
C 3.748 -3.345 -6.429
C 4.857 -4.405 -6.433
C 4.609 -5.264 -5.152
C 3.330 -5.961 -5.058
H 8.329 0.265 -3.757
H 7.979 -1.317 -4.328
H 6.810 -0.586 -3.300
H 7.593 0.490 -6.101
H 6.201 0.887 -5.129
H 5.874 -1.937 -5.410
H 6.798 -1.666 -6.778
H 5.196 -0.006 -7.794
H 4.171 -0.226 -6.322
H 5.638 -3.183 -8.660
H 5.190 -1.727 -9.558
H 2.898 -3.491 -9.964
H 3.919 -4.539 -9.333
H 4.173 -3.114 -12.169
H 3.994 -4.827 -11.705
H 6.300 -4.295 -12.431
H 6.341 -4.584 -10.654
H 6.325 -2.949 -11.106
H 1.954 -0.614 -7.588
H 1.725 -2.103 -8.409
H 2.896 -1.156 -10.538
H 3.334 0.158 -9.765
H 0.912 1.072 -9.451
H 0.428 -0.424 -10.066
H 0.394 1.281 -11.912
H 1.315 -0.065 -12.359
H 2.236 1.334 -11.731
H 2.749 -3.779 -6.476
H 3.667 -2.951 -5.416
H 5.915 -4.148 -6.387
H 4.768 -4.983 -7.353
H 4.996 -4.729 -4.285
H 5.176 -6.192 -5.233
H 2.502 -5.260 -5.158
H 3.215 -6.400 -4.067
H 3.179 -6.793 -5.746
C 1.599 -7.014 4.295
C 0.757 -5.772 4.006
C -0.787 -6.135 3.863
C -1.725 -5.167 3.163
P -3.564 -5.390 3.409
C -4.478 -3.851 3.733
C -4.335 -3.206 5.121
C -2.951 -2.735 5.487
C -2.933 -1.744 6.681
C -4.198 -6.336 2.080
C -3.410 -7.614 1.659
C -3.862 -8.190 0.313
C -2.912 -9.268 -0.314
C -3.719 -6.464 4.915
C -5.061 -6.967 5.344
C -5.086 -8.024 6.568
C -6.453 -8.287 7.237
H 2.472 -6.668 4.849
H 1.833 -7.671 3.458
H 1.175 -7.743 4.986
H 1.244 -5.176 3.235
H 0.874 -5.230 4.944
H -1.095 -6.142 4.908
H -0.776 -7.116 3.387
H -1.639 -5.184 2.077
H -1.463 -4.142 3.426
H -5.533 -3.895 3.462
H -4.062 -3.181 2.981
H -4.628 -3.843 5.955
H -4.945 -2.303 5.166
H -2.515 -2.096 4.719
H -2.193 -3.516 5.547
H -3.654 -2.045 7.441
H -3.457 -0.876 6.279
H -1.972 -1.346 7.007
H -4.363 -5.703 1.208
H -5.196 -6.606 2.424
H -3.602 -8.438 2.345
H -2.321 -7.558 1.667
H -3.889 -7.353 -0.385
H -4.876 -8.570 0.436
H -3.546 -9.988 -0.831
H -2.341 -9.711 0.502
H -2.218 -8.913 -1.076
H -3.183 -5.930 5.699
H -3.033 -7.274 4.670
H -5.437 -7.566 4.515
H -5.602 -6.055 5.594
H -4.453 -7.505 7.287
H -4.555 -8.968 6.438
H -7.110 -9.006 6.747
H -7.154 -7.465 7.378
H -6.374 -8.478 8.307
C -4.632 5.412 0.368
C -3.665 5.762 1.582
C -2.944 7.083 1.444
C -2.059 7.075 0.217
P -0.654 8.222 0.205
C -1.212 9.801 1.119
C -0.638 11.027 0.496
C -0.949 12.388 1.156
C -0.379 13.578 0.212
C 0.606 7.566 1.479
C 1.891 8.552 1.576
C 3.156 7.986 2.306
C 3.753 7.022 1.326
C 0.111 8.294 -1.459
C 1.187 7.212 -1.827
C 1.568 7.214 -3.344
C 0.362 7.246 -4.339
H -5.699 5.437 0.590
H -4.316 4.482 -0.105
H -4.470 6.051 -0.500
H -2.884 5.025 1.772
H -4.169 5.888 2.540
H -2.382 7.253 2.362
H -3.737 7.820 1.320
H -2.715 7.340 -0.613
H -1.683 6.098 -0.086
H -1.013 9.728 2.188
H -2.295 9.925 1.145
H -1.120 10.978 -0.481
H 0.447 10.991 0.402
H -0.556 12.452 2.170
H -2.023 12.546 1.252
H -0.696 14.513 0.673
H -0.830 13.577 -0.780
H 0.702 13.485 0.104
H 1.107 6.715 1.018
H 0.139 7.280 2.422
H 1.656 9.424 2.185
H 2.299 8.969 0.655
H 2.856 7.610 3.285
H 3.902 8.759 2.491
H 4.805 6.970 1.604
H 3.714 7.384 0.298
H 3.290 6.039 1.410
H 0.523 9.270 -1.715
H -0.826 8.242 -2.013
H 0.857 6.201 -1.588
H 2.018 7.465 -1.168
H 2.181 6.337 -3.552
H 2.160 8.124 -3.439
H -0.100 8.204 -4.100
H -0.439 6.514 -4.242
H 0.613 7.356 -5.394
C -10.228 -9.886 -5.890
C -9.934 -8.867 -7.038
C -10.263 -7.455 -6.504
C -11.727 -6.971 -6.586
P -12.085 -5.213 -6.881
C -11.504 -4.182 -5.428
C -9.979 -4.023 -5.230
C -9.264 -2.869 -5.953
C -7.783 -3.007 -5.639
C -13.993 -4.914 -6.895
C -14.813 -5.208 -5.573
C -15.192 -3.831 -4.928
C -16.211 -4.074 -3.818
C -11.298 -4.628 -8.415
C -11.840 -3.476 -9.145
C -10.960 -2.976 -10.266
C -11.240 -3.586 -11.694
H -10.260 -10.817 -6.455
H -11.163 -9.580 -5.420
H -9.427 -9.999 -5.160
H -10.559 -9.095 -7.902
H -8.884 -8.845 -7.328
H -9.666 -6.725 -7.050
H -9.876 -7.397 -5.487
H -12.125 -7.019 -5.573
H -12.250 -7.509 -7.377
H -12.155 -4.546 -4.633
H -12.001 -3.234 -5.634
H -9.562 -4.983 -5.535
H -9.640 -4.157 -4.203
H -9.481 -1.857 -5.611
H -9.594 -2.774 -6.988
H -7.185 -2.403 -6.322
H -7.494 -4.058 -5.642
H -7.363 -2.893 -4.640
H -14.443 -5.309 -7.806
H -14.037 -3.844 -7.100
H -14.097 -5.659 -4.886
H -15.728 -5.788 -5.691
H -15.527 -3.146 -5.707
H -14.344 -3.366 -4.425
H -16.403 -3.202 -3.193
H -15.654 -4.808 -3.236
H -17.060 -4.631 -4.215
H -11.481 -5.506 -9.034
H -10.217 -4.690 -8.290
H -12.054 -2.634 -8.486
H -12.887 -3.709 -9.338
H -9.908 -3.076 -9.998
H -11.204 -1.924 -10.413
H -10.915 -3.099 -12.614
H -12.298 -3.652 -11.944
H -10.925 -4.625 -11.787
C 10.116 5.760 15.820
C 9.556 4.803 14.627
C 10.088 5.351 13.303
C 9.470 4.816 12.067
P 10.421 4.870 10.623
C 9.773 3.684 9.442
C 8.193 3.573 9.362
C 7.724 2.771 8.167
C 6.186 2.848 7.902
C 12.221 4.747 11.078
C 12.525 3.265 11.431
C 13.857 2.977 12.115
C 15.108 3.447 11.482
C 10.294 6.595 9.865
C 11.311 6.946 8.748
C 11.190 8.521 8.501
C 11.965 8.969 7.172
H 11.190 5.631 15.954
H 9.633 5.496 16.761
H 9.996 6.830 15.651
H 8.474 4.921 14.577
H 9.775 3.749 14.797
H 11.153 5.385 13.529
H 9.789 6.399 13.263
H 8.489 5.230 11.835
H 9.228 3.765 12.227
H 10.170 2.670 9.488
H 10.187 3.969 8.475
H 7.615 4.488 9.235
H 7.760 3.061 10.221
H 8.078 1.748 8.294
H 8.275 3.162 7.313
H 5.622 2.157 8.528
H 6.072 2.296 6.969
H 5.725 3.836 7.873
H 12.532 5.511 11.790
H 12.894 4.782 10.221
H 12.433 2.716 10.494
H 11.739 2.914 12.100
H 13.849 1.914 12.356
H 13.815 3.418 13.111
H 15.185 3.087 10.456
H 16.000 3.076 11.986
H 15.052 4.531 11.374
H 10.290 7.402 10.597
H 9.248 6.638 9.564
H 11.163 6.318 7.870
H 12.364 6.822 8.999
H 11.522 9.116 9.352
H 10.125 8.747 8.445
H 12.948 8.512 7.065
H 12.250 10.020 7.232
H 11.428 8.778 6.243
N 0.580 0.624 -0.587
O 0.369 0.130 -1.692
O -0.285 1.006 0.151
O 1.727 0.824 -0.222

***

3.
16
Properties=species:S:1:pos:R:3 method="wB97M-V/def2-TZVPD" orbital_gap_ev=8.6 max_force_ev_per_a=1.78 e_tot_ha=-606.61184 smiles="CC1=CC2=C(I)[C@H]2C=C1" charge=0 homo_energy_ev=-8.238 lumo_ev=0.335
C 0.316 0.824 -0.585
C 0.874 -1.013 0.924
C 1.251 1.688 -0.134
C 2.063 -0.277 1.110
C 0.036 -0.463 0.009
C 3.184 0.212 0.659
C 2.167 1.275 0.922
C -1.225 -1.152 -0.412
I 5.047 -0.126 -0.149
H -0.366 1.145 -1.361
H 0.668 -1.931 1.451
H 1.266 2.712 -0.485
H 2.304 1.948 1.765
H -1.174 -1.415 -1.468
H -2.080 -0.491 -0.275
H -1.385 -2.058 0.166

***

4.
10
Properties=species:S:1:pos:R:3 method="wB97M-V/def2-TZVPD" orbital_gap_ev=9.9 max_force_ev_per_a=2.09 e_tot_ha=-2729.32058 smiles="CC1=C(Br)C1" charge=0 homo_energy_ev=-9.114 lumo_ev=0.827
C 0.019 0.026 -0.282
C 1.273 0.240 -0.147
C 0.508 0.684 1.014
C -1.220 -0.628 -0.747
Br 3.160 0.082 -0.579
H 0.197 1.712 1.235
H 0.479 0.146 1.910
H -1.262 -1.381 0.018
H -1.068 -0.971 -1.766
H -2.086 0.089 -0.655

***

5.
72
Properties=species:S:1:pos:R:3 method="wB97M-V/def2-TZVPD" orbital_gap_ev="4.4 / 5.5" max_force_ev_per_a=15.01 e_tot_ha=-4547.59252 charge=0 multiplicity=6 s2=8.788 homo_energy_ev="-5.317 / -6.898" lumo_ev="-0.885 / -1.368"
Ir 0.286 1.682 -0.498
N 2.278 1.349 -0.498
C 3.355 2.238 -0.544
C 4.645 1.693 -0.684
C 5.766 2.511 -0.758
C 5.608 3.886 -0.701
C 4.331 4.438 -0.541
C 3.162 3.647 -0.422
C 1.826 4.322 -0.198
C 1.728 5.634 0.314
C 0.495 6.289 0.467
C -0.689 5.644 0.131
C -0.641 4.341 -0.344
C 0.594 3.708 -0.498
H 2.357 0.450 -1.230
H 2.348 0.505 0.285
H 4.780 0.617 -0.747
H 6.755 2.077 -0.874
H 6.473 4.539 -0.780
H 4.271 5.523 -0.529
H 2.615 6.183 0.617
H 0.470 7.306 0.850
H -1.643 6.150 0.247
H -1.549 3.807 -0.603
C -4.235 -4.221 -0.634
O -3.338 -5.261 -0.254
C -2.454 -4.946 0.742
C -1.342 -5.786 0.836
C -0.349 -5.543 1.790
C -0.458 -4.457 2.664
C -1.604 -3.657 2.605
C -2.592 -3.890 1.643
N 0.566 -4.173 3.598
N 1.569 -3.602 3.089
C 1.315 -2.267 2.666
C 1.032 -1.283 3.611
C 0.707 0.009 3.199
C 0.649 0.383 1.843
O 0.326 1.561 1.476
C 0.968 -0.605 0.913
N 0.908 -0.232 -0.370
C 1.221 -1.132 -1.321
C 1.600 -2.431 -1.059
C 1.652 -2.828 0.269
C 1.325 -1.920 1.298
H -4.749 -4.540 -1.546
H -3.702 -3.291 -0.860
H -4.995 -4.063 0.138
H -1.233 -6.616 0.143
H 0.529 -6.181 1.835
H -1.704 -2.809 3.279
H -3.442 -3.217 1.617
H 1.039 -1.521 4.669
H 0.474 0.762 3.951
H 1.154 -0.755 -2.336
H 1.844 -3.113 -1.863
H 1.944 -3.846 0.508
Br -4.001 -2.787 -3.902
C -3.534 -1.159 -3.019
C -2.244 -0.979 -2.518
C -1.897 0.211 -1.870
C -2.839 1.247 -1.712
C -4.139 1.046 -2.226
C -4.481 -0.145 -2.872
C -2.518 2.539 -1.028
O -3.394 3.385 -0.934
O -1.307 2.841 -0.498
H -1.506 -1.764 -2.629
H -0.895 0.294 -1.506
H -4.899 1.812 -2.130
H -5.483 -0.278 -3.259
H -1.109 0.669 -0.498

***

Which value of charge does entry 5 give? 0